1.
A structure of composition C43H27F3LaN8O5S, computed with ωB97M-V/def2-TZVPD.

ORCA input file:
```
! RIJCOSX wB97M-V def2-TZVPD def2/J DEFGRID3
* xyz -1 1
La -0.52 -0.42 0.02
O -5.69 5.13 -1.21
C -5.58 4.11 -1.91
O -6.23 3.68 -2.87
C -4.44 3.13 -1.44
C -3.49 3.53 -0.51
C -2.47 2.65 -0.15
N -2.33 1.46 -0.73
C -3.24 1.08 -1.63
C -4.32 1.87 -2.00
C -2.99 -0.21 -2.33
C -4.03 -0.99 -2.83
C -3.71 -2.10 -3.59
C -2.38 -2.39 -3.85
C -1.41 -1.58 -3.27
N -1.70 -0.53 -2.51
C -1.47 3.01 0.88
C -1.71 4.02 1.80
C -0.73 4.34 2.72
C 0.47 3.65 2.70
C 0.62 2.64 1.77
N -0.32 2.31 0.88
H -3.58 4.52 -0.10
H -5.04 1.57 -2.74
H -5.05 -0.72 -2.63
H -4.49 -2.74 -3.97
H -2.09 -3.24 -4.45
H -0.36 -1.78 -3.42
H -2.66 4.53 1.81
H -0.90 5.13 3.45
H 1.26 3.88 3.40
H 1.53 2.06 1.72
C 2.77 3.40 -3.75
C 1.99 3.49 -2.61
C 1.63 2.35 -1.90
C 2.07 1.09 -2.31
C 2.83 1.01 -3.49
C 3.18 2.15 -4.19
N 1.67 -0.05 -1.61
C 2.52 -1.04 -1.39
C 3.95 -0.90 -1.42
C 4.78 -1.95 -1.17
C 4.27 -3.24 -0.89
C 2.93 -3.44 -0.84
C 2.02 -2.36 -1.06
N 0.68 -2.52 -1.02
N 0.25 -3.73 -1.06
C -1.11 -3.89 -0.98
C -1.61 -5.17 -1.28
C -2.96 -5.41 -1.18
C -3.79 -4.38 -0.77
C -3.23 -3.14 -0.50
N -1.93 -2.88 -0.61
H 3.05 4.29 -4.30
H 1.64 4.45 -2.26
H 1.02 2.42 -1.02
H 3.13 0.03 -3.86
H 3.76 2.06 -5.10
H 4.36 0.08 -1.60
H 5.85 -1.79 -1.16
H 4.95 -4.06 -0.69
H 2.50 -4.40 -0.60
H -0.90 -5.92 -1.59
H -3.36 -6.39 -1.40
H -4.86 -4.53 -0.65
H -3.84 -2.32 -0.16
F -2.27 -3.29 3.19
C -1.41 -2.30 2.96
F -0.62 -2.17 4.02
F -0.63 -2.70 1.91
S -2.28 -0.69 2.56
O -3.39 -0.67 3.46
O -1.23 0.29 2.75
O -2.61 -0.86 1.15
N 6.14 1.82 7.47
C 5.47 1.43 6.62
C 4.63 0.96 5.57
C 5.19 0.29 4.47
C 4.38 -0.15 3.45
C 3.00 0.07 3.49
C 2.44 0.72 4.60
C 3.25 1.17 5.63
C 2.14 -0.32 2.42
C 1.36 -0.54 1.50
H 6.26 0.13 4.44
H 4.81 -0.66 2.59
H 1.37 0.86 4.63
H 2.83 1.68 6.48
*
```

## Properties
LUMO level (alpha / beta): 0.591 / 0.606 eV

2.
A structure of composition C43H29Br4N4O4S2SnTe, computed with ωB97M-V/def2-TZVPD.

ORCA input file:
```
! RIJCOSX wB97M-V def2-TZVPD def2/J DEFGRID3
* xyz -1 1
Sn 1.05 -0.08 3.29
S 1.43 -1.96 4.80
C 1.07 -2.88 3.27
S 0.28 -2.10 1.92
C 1.50 -4.25 3.09
C 1.12 -5.26 4.03
N 0.60 -5.96 4.80
C 2.16 -4.73 1.98
N 2.79 -5.06 1.04
Br -4.62 4.11 4.78
C -2.83 3.35 4.60
C -1.80 3.82 5.44
Br -2.02 5.47 6.22
C -0.66 3.08 5.73
Br 0.41 3.40 7.33
C -0.30 2.07 4.81
O 0.82 1.34 4.83
C -1.28 1.66 3.81
O -0.94 0.60 3.02
C -2.52 2.34 3.67
Br -3.70 1.84 2.28
C 7.22 -1.12 5.22
C 6.60 0.12 4.89
C 5.47 0.21 4.09
C 4.97 -0.97 3.53
C 5.55 -2.22 3.86
C 6.72 -2.31 4.63
C 3.77 -0.96 2.73
C 2.96 0.06 2.33
C 3.17 1.23 1.48
C 4.40 1.41 0.80
C 4.69 2.56 0.11
C 3.65 3.51 -0.08
C 2.41 3.36 0.55
C 2.17 2.23 1.36
H 8.06 -1.12 5.94
H 7.04 1.12 5.14
H 5.05 1.15 3.83
H 4.99 -3.17 3.60
H 7.31 -3.21 4.71
H 3.32 -1.96 2.51
H 5.17 0.58 0.81
H 5.62 2.63 -0.48
H 3.77 4.33 -0.78
H 1.62 4.05 0.28
H 1.15 2.00 1.70
Te -3.22 -1.28 -1.52
C -3.78 -2.86 -2.91
C -4.81 -2.55 -3.73
C -5.20 -3.50 -4.67
C -4.54 -4.71 -4.80
C -3.53 -5.08 -3.88
C -3.17 -4.14 -2.95
C -4.34 -2.22 -0.04
C -5.65 -2.55 -0.40
C -6.48 -3.05 0.58
C -6.07 -3.21 1.92
C -4.73 -3.02 2.24
C -3.90 -2.46 1.29
H -5.32 -1.59 -3.63
H -6.00 -3.23 -5.35
H -4.91 -5.38 -5.55
H -3.08 -6.09 -3.83
H -2.43 -4.33 -2.17
H -5.97 -2.47 -1.42
H -7.48 -3.36 0.37
H -6.72 -3.70 2.66
H -4.43 -3.33 3.30
H -2.84 -2.31 1.51
O -0.92 6.73 -6.62
C -0.25 6.00 -7.57
N 0.04 4.64 -7.04
C -0.31 4.21 -5.80
O -0.74 4.93 -4.84
C -0.06 2.79 -5.50
C -0.05 1.82 -6.49
C 0.14 0.53 -6.09
C 0.28 0.23 -4.76
N 0.38 1.14 -3.78
C 0.31 2.41 -4.20
H -0.92 6.18 -5.74
H 0.67 6.50 -7.86
H -0.92 5.80 -8.41
H 0.60 3.94 -7.62
H -0.13 2.13 -7.48
H 0.12 -0.30 -6.81
H 0.51 -0.79 -4.46
H 0.43 3.20 -3.48
*
```

## Properties
LUMO level (alpha / beta): 0.848 / 0.858 eV

3.
A structure of composition C43H32IN6O2Ru, computed with ωB97M-V/def2-TZVPD.

ORCA input file:
```
! RIJCOSX wB97M-V def2-TZVPD def2/J DEFGRID3
* xyz 1 1
Ru -1.15 0.22 0.34
C -4.39 0.74 -2.85
C -4.98 1.93 -2.44
C -4.75 2.34 -1.16
C -3.90 1.61 -0.31
N -3.17 0.57 -0.77
C -3.50 0.12 -2.00
N -3.98 1.99 1.02
C -3.52 1.20 1.92
N -2.60 0.22 1.75
C -2.54 -0.58 2.88
N -1.89 -1.65 3.10
C -1.06 -2.27 2.18
C -0.46 -3.43 2.67
C 0.39 -4.17 1.89
C 0.64 -3.73 0.60
C 0.04 -2.57 0.18
N -0.83 -1.84 0.91
C -3.42 0.04 3.89
C -3.71 -0.34 5.19
C -4.60 0.47 5.90
C -5.18 1.59 5.31
C -4.90 1.95 4.00
C -4.00 1.16 3.31
H -4.58 0.30 -3.82
H -5.64 2.48 -3.10
H -5.25 3.19 -0.72
H -3.04 -0.79 -2.33
H -0.70 -3.70 3.69
H 0.86 -5.07 2.28
H 1.32 -4.24 -0.06
H 0.31 -2.17 -0.78
H -3.26 -1.22 5.63
H -4.85 0.22 6.92
H -5.87 2.19 5.89
H -5.36 2.81 3.53
I -0.90 2.84 0.01
C -0.19 2.52 -1.92
C 0.24 3.59 -2.64
C 0.64 3.40 -3.98
C 0.55 2.16 -4.54
C 0.09 1.05 -3.80
C -0.02 -0.22 -4.42
C -0.50 -1.28 -3.73
C -0.86 -1.13 -2.37
C -0.72 0.05 -1.70
C -0.27 1.20 -2.43
H 0.27 4.58 -2.20
H 0.99 4.25 -4.55
H 0.84 2.01 -5.57
H 0.28 -0.31 -5.45
H -0.62 -2.25 -4.20
H -1.32 -1.98 -1.88
C 3.19 -2.94 -2.64
C 3.32 -1.44 -2.47
C 3.31 -0.65 -3.60
C 3.42 0.73 -3.49
C 3.50 1.31 -2.25
C 3.51 0.52 -1.09
N 3.61 1.24 0.12
C 3.57 0.80 1.46
C 4.73 0.86 2.22
C 4.73 0.50 3.56
C 3.55 0.08 4.17
C 2.38 0.05 3.44
C 2.38 0.42 2.09
C 1.09 0.38 1.41
O 0.94 0.19 0.16
O -0.01 0.51 2.04
C 3.46 -0.87 -1.19
C 3.61 -1.77 0.01
H 3.04 -3.18 -3.69
H 2.34 -3.34 -2.08
H 4.08 -3.47 -2.30
H 3.23 -1.11 -4.58
H 3.44 1.35 -4.38
H 3.56 2.39 -2.15
H 3.83 2.21 0.00
H 5.65 1.18 1.74
H 5.65 0.54 4.13
H 3.55 -0.21 5.21
H 1.45 -0.26 3.90
H 4.44 -1.47 0.64
H 3.80 -2.80 -0.29
H 2.72 -1.78 0.65
*
```

## Properties
LUMO level: -3.451 eV

Listing max |F| for the structures above in their given order: 2.1 4.3 0.5 eV/A.
Listing ΔE to the lowest compared entry with this formula, charge and spin for the structures above in their given order: 63.67 474.47 0.00 kJ/mol.